No. 1
Here is C29H32BrN5O3S7W as an isolated structure at a distorted geometry from the Open Molecules 2025 dataset. Energies are from ωB97M-V/def2-TZVPD.

net charge: +2
spin multiplicity: 3
frontier orbital gap (spin up / spin down): 0.273 / 0.251 Eh
energy above the lowest of the compared OMol25 structures with the same formula, charge and spin: 0.00 kcal/mol

Last column: Mulliken charge in e.
Atoms and positions in Å:
W  0.020  -0.480  -0.315  0.484
C  -0.186  -1.274  3.708  -0.594
C  -0.791  -2.496  3.026  -1.199
S  -1.246  -2.316  1.279  0.256
C  -2.937  -1.701  1.333  -0.541
C  -3.086  -0.257  1.762  -1.061
S  -2.176  0.912  0.701  0.299
C  -1.610  2.066  1.969  -0.471
C  -0.515  2.944  1.397  -1.059
S  0.892  2.019  0.746  0.329
C  1.977  1.845  2.186  -1.028
C  1.495  0.949  3.319  -0.816
S  1.171  -0.704  2.675  0.182
H  0.186  -1.555  4.693  0.524
H  -0.915  -0.473  3.833  0.239
H  -1.680  -2.840  3.555  0.516
H  -0.076  -3.318  3.035  0.505
H  -3.508  -2.350  1.998  0.769
H  -3.314  -1.859  0.322  -0.165
H  -2.739  -0.109  2.783  0.572
H  -4.137  0.032  1.719  0.607
H  -1.259  1.494  2.825  -0.083
H  -2.460  2.676  2.279  0.565
H  -0.141  3.641  2.148  0.544
H  -0.891  3.536  0.562  0.469
H  2.165  2.855  2.553  0.656
H  2.913  1.473  1.767  0.351
H  0.592  1.340  3.785  0.432
H  2.269  0.898  4.084  0.529
N  2.188  3.332  -5.365  -0.358
C  1.230  2.753  -4.645  0.500
N  -0.044  2.903  -5.002  -0.202
N  1.632  2.067  -3.580  -0.770
C  0.988  1.372  -2.738  0.995
N  0.634  0.694  -1.854  -0.186
H  1.988  3.926  -6.150  0.208
H  3.141  3.240  -5.057  0.245
H  -0.293  3.376  -5.855  0.230
H  -0.760  2.357  -4.549  -0.047
O  -1.467  -1.187  -1.236  -0.104
C  -2.162  -1.176  -2.506  2.858
C  -3.113  0.000  -2.450  -0.631
C  -4.414  -0.003  -2.041  -0.531
C  -4.983  1.300  -1.951  -1.051
C  -4.102  2.276  -2.286  -0.591
S  -2.580  1.623  -2.707  0.109
C  -1.195  -1.146  -3.667  0.049
C  -0.054  -1.880  -3.788  -0.810
C  0.532  -1.780  -5.080  -0.713
C  -0.199  -0.999  -5.920  -0.698
S  -1.599  -0.383  -5.153  0.016
C  -2.925  -2.486  -2.573  -0.643
C  -3.874  -2.840  -3.484  -0.443
C  -4.275  -4.198  -3.359  -0.963
C  -3.609  -4.844  -2.365  -0.558
S  -2.500  -3.814  -1.571  0.132
H  -4.954  -0.911  -1.819  0.627
H  -6.008  1.491  -1.670  0.483
H  -4.267  3.341  -2.331  0.565
H  0.338  -2.500  -2.993  0.605
H  1.444  -2.280  -5.370  0.478
H  -0.005  -0.765  -6.955  0.541
H  -4.267  -2.163  -4.230  0.546
H  -5.022  -4.667  -3.981  0.465
H  -3.718  -5.867  -2.044  0.501
Br  7.493  -2.020  -0.400  -0.120
C  5.775  -2.732  -0.646  -0.186
C  5.619  -4.065  -1.024  -0.152
N  4.433  -4.637  -1.212  -0.573
C  3.349  -3.895  -1.031  -0.354
C  3.413  -2.556  -0.654  0.142
C  4.654  -1.955  -0.456  -0.382
C  2.191  -1.788  -0.470  0.690
O  2.171  -0.577  -0.090  -0.661
O  1.026  -2.279  -0.702  -0.665
H  6.490  -4.689  -1.181  0.404
H  2.391  -4.376  -1.186  0.624
H  4.730  -0.917  -0.164  0.569



No. 2
Here is C29H32BrN6O5SSiV as an isolated structure at a distorted geometry from the Open Molecules 2025 dataset. Energies are from ωB97M-V/def2-TZVPD.

spin multiplicity: 3
frontier orbital gap (spin up / spin down): 0.285 / 0.288 Eh

Last column: Mulliken charge in e.
Atoms and positions in Å:
V  0.079  -0.337  -0.162  1.252
O  -0.738  4.787  -1.627  -0.679
C  -1.656  4.041  -2.314  0.372
C  -2.479  4.718  -3.204  -0.664
C  -3.430  4.018  -3.927  -0.328
C  -3.566  2.644  -3.771  -0.950
C  -2.740  1.975  -2.882  -0.413
C  -1.786  2.663  -2.143  0.586
C  -0.837  1.917  -1.243  0.446
O  -1.080  0.563  -1.159  -0.851
N  -0.857  2.484  0.139  -0.241
N  -0.623  1.491  1.053  -0.015
C  -0.841  1.688  2.285  -0.665
C  -0.665  0.616  3.282  0.280
Br  -1.161  -1.113  2.697  -0.070
C  -0.179  0.890  4.491  -0.511
C  0.148  0.026  5.635  0.522
C  1.222  0.414  6.438  -0.398
C  1.619  -0.356  7.518  -0.609
C  0.929  -1.519  7.828  -0.403
C  -0.159  -1.899  7.056  -0.744
C  -0.548  -1.136  5.966  -0.199
H  -0.202  4.224  -1.052  0.378
H  -2.355  5.786  -3.315  0.438
H  -4.068  4.552  -4.620  0.376
H  -4.305  2.098  -4.342  0.406
H  -2.812  0.904  -2.749  0.447
H  0.182  2.061  -1.633  -0.029
H  -1.679  3.042  0.345  0.382
H  -1.161  2.665  2.651  0.474
H  0.094  1.935  4.629  0.372
H  1.760  1.325  6.199  0.327
H  2.467  -0.048  8.116  0.386
H  1.232  -2.122  8.674  0.386
H  -0.710  -2.798  7.301  0.394
H  -1.406  -1.440  5.385  0.449
N  -3.848  -6.605  -2.936  -0.548
C  -2.827  -5.767  -2.528  1.077
C  -1.574  -5.822  -3.149  -0.787
C  -0.537  -5.025  -2.712  -0.371
C  -0.734  -4.161  -1.642  -0.294
C  -1.969  -4.101  -1.012  -0.352
C  -3.013  -4.893  -1.455  -0.886
S  0.588  -3.182  -1.024  1.340
O  1.822  -3.773  -1.455  -0.798
O  0.339  -3.021  0.397  -0.785
N  0.465  -1.642  -1.575  0.269
C  0.564  -1.337  -2.923  0.175
N  0.381  -2.294  -3.830  -0.338
C  0.454  -1.931  -5.103  -0.113
C  0.704  -0.631  -5.498  -0.867
C  0.912  0.277  -4.472  -0.044
N  0.862  -0.059  -3.193  -0.271
H  -3.772  -7.008  -3.854  0.215
H  -4.783  -6.354  -2.669  0.214
H  -1.422  -6.502  -3.979  0.285
H  0.432  -5.062  -3.186  0.479
H  -2.107  -3.439  -0.168  0.459
H  -3.976  -4.849  -0.961  0.300
H  0.302  -2.721  -5.833  0.431
H  0.753  -0.343  -6.537  0.394
H  1.137  1.318  -4.684  0.438
C  4.072  -1.447  0.458  -1.098
Si  2.866  -0.732  1.668  0.352
C  3.504  0.866  2.388  -1.015
C  2.498  -1.919  3.046  -0.618
O  1.462  -0.386  0.853  -0.668
H  5.055  -1.582  0.913  0.404
H  4.182  -0.791  -0.409  0.308
H  3.721  -2.415  0.094  0.264
H  4.457  0.711  2.900  0.373
H  2.793  1.264  3.117  0.204
H  3.657  1.622  1.614  0.296
H  3.431  -2.328  3.444  0.472
H  1.892  -2.748  2.677  0.229
H  1.964  -1.435  3.868  -0.029



No. 3
Here is C29H32MoN4O6S2 as an isolated structure from the Open Molecules 2025 dataset. Energies are from ωB97M-V/def2-TZVPD.

net charge: +2
frontier orbital gap (spin up / spin down): 0.270 / 0.272 Eh
energy above the lowest of the compared OMol25 structures with the same formula, charge and spin: 91.42 kcal/mol

Last column: Mulliken charge in e.
Atoms and positions in Å:
Mo  -0.593  0.668  0.624  0.797
O  2.682  -1.249  -1.378  -0.662
S  2.168  -0.781  -0.141  0.968
O  0.979  -1.751  0.269  -0.355
N  1.387  0.587  -0.088  1.611
C  2.078  1.825  -0.210  -0.765
C  3.226  2.073  -0.908  -0.389
C  3.790  3.370  -0.881  -0.941
C  3.205  4.383  -0.177  -0.930
C  2.005  4.149  0.539  0.760
C  1.318  5.124  1.296  -0.565
C  0.164  4.793  1.957  -1.036
C  -0.332  3.489  1.864  -0.270
N  0.283  2.551  1.152  0.259
C  1.449  2.864  0.503  0.503
C  3.381  -0.831  1.100  0.515
C  4.476  -1.666  0.900  -0.572
C  5.422  -1.757  1.909  -0.802
C  5.265  -1.024  3.078  -0.515
C  4.167  -0.188  3.258  -0.809
C  3.208  -0.086  2.266  -0.198
H  3.702  1.290  -1.486  0.674
H  4.700  3.553  -1.435  0.472
H  3.642  5.373  -0.165  0.465
H  1.712  6.132  1.349  0.494
H  -0.378  5.520  2.545  0.475
H  -1.253  3.204  2.360  0.570
H  4.584  -2.219  -0.023  0.526
H  6.284  -2.396  1.778  0.456
H  6.011  -1.098  3.857  0.440
H  4.064  0.385  4.168  0.480
H  2.355  0.569  2.388  0.103
C  -1.785  -4.046  -5.233  -1.477
C  -1.853  -2.754  -4.475  0.851
C  -2.917  -1.872  -4.686  -0.826
C  -2.984  -0.664  -4.024  -0.891
C  -1.971  -0.335  -3.124  0.404
C  -0.898  -1.189  -2.897  -0.327
C  -0.853  -2.396  -3.574  -0.977
S  -2.039  1.233  -2.381  0.973
O  -0.992  1.208  -1.308  -0.140
O  -1.874  2.313  -3.288  -0.700
N  -3.479  1.392  -1.684  -0.132
C  -4.172  0.319  -0.957  -0.488
C  -4.716  0.811  0.376  -0.748
C  -3.674  1.337  1.333  0.225
O  -3.896  1.960  2.324  -0.521
O  -2.398  1.021  0.989  -0.380
H  -2.755  -4.544  -5.248  0.387
H  -1.051  -4.724  -4.805  0.376
H  -1.503  -3.854  -6.270  0.331
H  -3.698  -2.138  -5.387  0.456
H  -3.804  0.018  -4.211  0.513
H  -0.099  -0.911  -2.224  0.643
H  -0.018  -3.065  -3.408  0.445
H  -4.035  2.105  -2.141  0.274
H  -3.468  -0.500  -0.810  0.226
H  -4.984  -0.072  -1.570  0.489
H  -5.235  -0.009  0.880  0.369
H  -5.456  1.601  0.245  0.397
C  -0.841  -0.862  3.269  -1.903
C  -0.491  -1.901  2.199  1.083
C  -1.707  -2.737  1.810  -1.466
C  0.647  -2.785  2.691  -1.471
N  -0.074  -1.097  0.999  0.721
H  -1.211  -1.362  4.164  0.503
H  -1.643  -0.187  2.957  0.505
H  0.046  -0.290  3.557  0.346
H  -2.043  -3.328  2.661  0.458
H  -1.456  -3.420  0.997  0.359
H  -2.531  -2.097  1.489  0.186
H  0.322  -3.263  3.615  0.507
H  1.545  -2.206  2.910  0.304
H  0.893  -3.566  1.975  0.359